{
  "formula": "C32H49NO4S3",
  "method": "ωB97M-V with the def2-TZVPD basis set",
  "smiles": "CCCCCCCCCCCCc1ccc2c(c1)Nc1ccccc1S2.O=S1(=O)CCCC1.O=S1(=O)CCCC1",
  "charge": 0,
  "total_energy_ev": -76164.6511,
  "lumo_energy_ha": 0.0203,
  "homo_energy_ha": -0.30240,
  "gap_ev": 8.78,
  "species": ["C", "C", "C", "C", "C", "C", "C", "C", "C", "C", "C", "C", "C", "C", "C", "C", "C", "C", "N", "C", "C", "C", "C", "C", "C", "S", "H", "H", "H", "H", "H", "H", "H", "H", "H", "H", "H", "H", "H", "H", "H", "H", "H", "H", "H", "H", "H", "H", "H", "H", "H", "H", "H", "H", "H", "H", "H", "H", "H", "O", "S", "O", "C", "C", "C", "C", "H", "H", "H", "H", "H", "H", "H", "H", "O", "S", "O", "C", "C", "C", "C", "H", "H", "H", "H", "H", "H", "H", "H"],
  "xyz": [[-3.78865, -2.10468, 4.64518], [-3.22821, -1.10210, 3.61184], [-3.35674, -1.58261, 2.15846], [-2.17620, -2.42097, 1.67211], [-2.21562, -3.89751, 2.12538], [-1.55926, -4.87744, 1.13504], [-0.15711, -5.36282, 1.51267], [0.87794, -4.24322, 1.75404], [1.87183, -4.03756, 0.61097], [1.15100, -3.44255, -0.60458], [2.05128, -3.18477, -1.82369], [2.06140, -1.71795, -2.32181], [0.74842, -0.97122, -2.20617], [-0.47724, -1.57624, -2.47925], [-1.67333, -0.89038, -2.31682], [-1.64218, 0.43247, -1.88755], [-0.42690, 1.06552, -1.64717], [0.75786, 0.36155, -1.80702], [-0.41787, 2.43143, -1.19496], [-1.23693, 2.54876, -0.01453], [-0.71173, 3.07299, 1.15786], [-1.51923, 3.14361, 2.28530], [-2.83654, 2.71083, 2.24155], [-3.36512, 2.17759, 1.07467], [-2.55411, 2.09652, -0.05170], [-3.11333, 1.37775, -1.57554], [-4.48990, -1.62456, 5.32816], [-4.33520, -2.90494, 4.14765], [-3.00610, -2.54596, 5.26042], [-2.16920, -0.94251, 3.81631], [-3.76010, -0.15691, 3.71341], [-3.42523, -0.70773, 1.50783], [-4.29583, -2.12850, 2.03083], [-1.26395, -1.94650, 2.04021], [-2.15054, -2.40833, 0.58078], [-3.27333, -4.16346, 2.19896], [-1.80058, -4.01276, 3.12895], [-1.55605, -4.41678, 0.14601], [-2.19767, -5.76134, 1.05710], [0.20833, -5.99416, 0.69579], [-0.21888, -6.00250, 2.39350], [0.34794, -3.30413, 1.90974], [1.42657, -4.45311, 2.67413], [2.35129, -4.97920, 0.33734], [2.61608, -3.31106, 0.94770], [0.65971, -2.53358, -0.26314], [0.36291, -4.14507, -0.88360], [3.07454, -3.43104, -1.53305], [1.80640, -3.85121, -2.65087], [2.80567, -1.17174, -1.73916], [2.41355, -1.67970, -3.35582], [-0.50305, -2.61431, -2.78764], [-2.62349, -1.37441, -2.49965], [1.69167, 0.86763, -1.59783], [-0.87904, 2.97168, -1.92779], [0.31183, 3.41133, 1.14878], [-1.10180, 3.52850, 3.20624], [-3.43637, 2.76792, 3.14001], [-4.37989, 1.80639, 1.03148], [1.84478, 3.84167, 3.67892], [1.74047, 5.20878, 3.23576], [1.13632, 5.53323, 1.96986], [0.97120, 6.17707, 4.53156], [2.14005, 6.65365, 5.38743], [3.23189, 7.09043, 4.40059], [3.35895, 5.98857, 3.34112], [0.25765, 5.55150, 5.06272], [0.45814, 7.01029, 4.05250], [1.84197, 7.46626, 6.04786], [2.50494, 5.83255, 6.00788], [2.93911, 8.02814, 3.92484], [4.18379, 7.26030, 4.90089], [3.61608, 6.37360, 2.35808], [4.06927, 5.21858, 3.63583], [3.48593, -1.92646, -6.74172], [2.38024, -1.40101, -7.50267], [2.13723, -1.84987, -8.84916], [0.88912, -1.55994, -6.52564], [0.83281, -0.26895, -5.71817], [1.20666, 0.85635, -6.69193], [2.45340, 0.39763, -7.45946], [0.95986, -2.45995, -5.91861], [0.05132, -1.63970, -7.21782], [-0.15251, -0.11782, -5.27916], [1.55633, -0.31140, -4.90271], [0.38332, 1.02552, -7.38857], [1.39321, 1.79441, -6.17141], [2.48243, 0.76330, -8.48245], [3.37234, 0.66831, -6.94339]],
  "forces_ev_per_angstrom": [[-0.0281, 0.1865, -0.0146], [-0.2870, -0.5682, -0.0222], [0.1983, 0.3587, -0.0286], [-0.1192, -0.4174, 0.3211], [-0.2673, 0.2161, -0.3285], [-0.0493, -0.1933, 0.3757], [0.1873, 0.3023, -0.3423], [-0.0026, -0.3451, 0.0918], [-0.5519, 0.4786, -0.0955], [0.1832, -0.5422, 0.0710], [0.0467, 0.3720, 0.0668], [-0.0444, -0.1141, 0.2575], [0.1482, 0.0053, -0.1264], [-0.0659, 0.0073, -0.0742], [0.1546, 0.1718, -0.0013], [-0.1301, 0.0182, -0.0250], [0.1448, -0.1345, -0.0907], [-0.1640, -0.0283, 0.0483], [-0.0306, -0.0848, -0.0467], [0.0203, 0.1059, 0.1669], [-0.2455, -0.2501, -0.2568], [0.2132, 0.0809, -0.0613], [0.0173, -0.0055, 0.0769], [0.1299, 0.0274, -0.1397], [-0.0387, -0.0165, 0.0053], [-0.0661, -0.1865, 0.0822], [0.0126, 0.0321, 0.0262], [0.0296, -0.1034, 0.0450], [0.0265, -0.1194, -0.0509], [-0.0089, 0.3346, 0.0359], [0.1388, 0.1133, 0.0389], [0.0221, 0.0761, -0.0062], [-0.0215, -0.0509, -0.0337], [0.1101, 0.0887, -0.2357], [0.0470, 0.0906, -0.0526], [-0.0053, -0.0676, 0.0828], [0.0479, -0.0266, 0.0353], [0.0664, 0.0002, -0.0622], [0.0099, -0.0247, -0.0731], [0.0145, -0.1327, 0.0721], [-0.0910, -0.0002, 0.0590], [0.0646, 0.1088, 0.1352], [0.0255, 0.0272, 0.0147], [0.1811, 0.0028, 0.0910], [0.2787, -0.1893, -0.0830], [-0.0852, 0.1220, -0.0872], [-0.1410, 0.1308, -0.0433], [0.0753, -0.0319, -0.1718], [-0.1203, -0.0635, 0.0315], [-0.0301, 0.0990, 0.0003], [0.0408, -0.0965, -0.0394], [-0.0022, -0.0301, -0.0051], [-0.0088, -0.0482, 0.0147], [0.0187, 0.0205, 0.0554], [0.0881, 0.1264, 0.0249], [0.0287, 0.0350, 0.1233], [-0.0238, 0.0161, 0.0288], [-0.1050, -0.0237, -0.0307], [-0.0440, -0.0012, 0.0457], [-0.0580, -0.0551, -0.1006], [0.0753, 0.3232, 0.0890], [-0.0291, -0.1294, -0.0613], [0.0213, 0.0925, 0.1966], [0.0543, -0.0311, -0.0457], [-0.0443, -0.0237, 0.0009], [0.1685, 0.1471, 0.1313], [-0.0076, -0.0593, -0.0749], [-0.0075, -0.0205, -0.0398], [0.0019, 0.0015, 0.0077], [-0.0200, -0.0076, 0.0063], [-0.0188, -0.0067, -0.0077], [0.0070, 0.0058, -0.0045], [-0.0353, -0.0831, -0.0480], [-0.0543, -0.0589, -0.0021], [0.0351, -0.0371, -0.0236], [-0.0925, 0.0416, -0.0234], [0.0825, -0.0635, 0.0045], [-0.1507, 0.0686, 0.1540], [0.0048, 0.0743, -0.0264], [0.0158, -0.0681, -0.0152], [-0.1156, 0.2329, 0.0512], [0.0736, -0.0388, -0.0584], [0.0205, -0.0122, -0.0327], [0.0121, 0.0008, 0.0416], [-0.0156, 0.0131, 0.0152], [0.0030, -0.0203, -0.0124], [-0.0029, 0.0050, 0.0022], [0.0579, -0.0677, -0.0291], [0.0257, -0.0822, 0.0093]],
  "lowdin_charge": [-0.10, -0.24, -0.22, -0.21, -0.19, -0.21, -0.20, -0.20, -0.21, -0.21, -0.17, -0.14, -0.25, -0.05, -0.08, -0.46, -0.27, 0.04, 0.05, -0.27, 0.00, -0.07, -0.09, -0.11, -0.46, 1.02, 0.06, 0.06, 0.06, 0.10, 0.09, 0.09, 0.11, 0.10, 0.10, 0.10, 0.11, 0.09, 0.10, 0.11, 0.10, 0.09, 0.11, 0.11, 0.11, 0.11, 0.10, 0.11, 0.10, 0.11, 0.10, 0.12, 0.11, 0.12, 0.12, 0.09, 0.09, 0.10, 0.10, -0.32, 0.65, -0.32, -0.23, -0.22, -0.21, -0.22, 0.11, 0.11, 0.11, 0.12, 0.12, 0.11, 0.10, 0.10, -0.32, 0.66, -0.33, -0.22, -0.22, -0.21, -0.22, 0.10, 0.11, 0.11, 0.10, 0.12, 0.11, 0.10, 0.10]
}